The following is a quantum chemistry calculation of 11 unconnected molecules or ions with the total composition C48H117N11O6 in a non-equilibrium geometry, from OMol25.

```
182
Properties=species:S:1:pos:R:3:mulliken_charge:R:1
C 1.06350 -3.64580 3.51316 -0.34
C 1.58468 -2.86775 4.65658 -0.98
N 2.62158 -1.84807 4.45835 0.50
C 2.20324 -0.85897 3.39452 -0.32
C 1.00953 0.09244 3.72803 -1.02
C 2.89699 -1.13778 5.73968 -0.65
C 4.28764 -0.58988 5.90869 -1.32
H 0.39555 -4.40642 3.91740 0.29
H 1.90110 -4.09784 2.98195 0.13
H 0.48510 -3.00907 2.84374 -0.10
H 0.70615 -2.35104 5.04300 0.42
H 2.02766 -3.54521 5.38658 0.41
H 3.04789 -0.17309 3.32931 0.31
H 2.09940 -1.40666 2.45785 0.19
H 0.72706 0.77042 2.92263 -0.19
H 0.17559 -0.49566 4.11117 0.36
H 1.28719 0.74827 4.55319 0.40
H 2.78823 -1.76036 6.62775 0.50
H 2.16633 -0.46932 6.19509 0.45
H 4.55321 -0.21107 6.89564 0.45
H 4.45892 0.28955 5.28791 0.24
H 5.08467 -1.29930 5.68604 0.28
C -0.55834 -6.91119 2.85964 -1.34
C -1.59505 -6.14015 1.97192 -0.36
N -1.35628 -6.17677 0.52883 0.72
C -1.77680 -4.99633 -0.16069 -1.17
C -1.10385 -3.70999 0.27349 -0.64
C -1.39023 -7.38831 -0.17385 -0.93
C 0.04004 -7.71382 -0.78669 -1.09
H 0.40350 -6.44056 2.65604 0.25
H -0.41575 -7.92719 2.49152 0.37
H -0.75289 -6.98316 3.92973 0.39
H -2.54307 -6.57205 2.29256 0.29
H -1.58820 -5.13290 2.38844 0.26
H -1.60086 -5.07500 -1.23351 0.42
H -2.84725 -5.02648 0.04260 0.34
H -0.05082 -3.98644 0.22058 0.27
H -1.04836 -2.82606 -0.36188 0.23
H -1.45686 -3.40384 1.25825 0.31
H -2.28645 -7.52871 -0.77815 0.46
H -1.41762 -8.18624 0.56821 0.28
H 0.39730 -7.03231 -1.55870 0.28
H -0.07129 -8.70396 -1.22863 0.42
H 0.87429 -7.87889 -0.10487 0.26
C 0.03983 2.11353 -3.46414 -1.46
C 0.27522 0.68645 -2.92659 0.16
N -0.02430 0.63693 -1.44272 1.27
C -1.45832 0.68882 -1.22534 -0.64
C -1.80583 1.26858 0.16336 -1.15
C 0.48356 -0.59915 -0.88418 -0.40
C 1.99389 -0.48930 -0.58622 -0.37
H 0.45677 2.91002 -2.84781 0.09
H -1.03453 2.28947 -3.51790 0.44
H 0.43773 2.19969 -4.47526 0.40
H -0.35568 0.03162 -3.52764 0.12
H 1.27162 0.36921 -3.23423 -0.33
H -1.88165 1.38951 -1.94501 0.36
H -1.96361 -0.27080 -1.33442 0.26
H -2.78329 1.73975 0.26661 0.48
H -1.80500 0.43334 0.86370 0.25
H -1.02436 1.90615 0.57677 0.00
H 0.35355 -1.41002 -1.60091 0.26
H -0.17054 -0.81340 -0.03899 0.44
H 2.26610 0.32160 0.08939 -0.27
H 2.54867 -0.50474 -1.52435 -0.36
H 2.27986 -1.43882 -0.13375 0.31
C 4.09872 5.87976 -4.06734 -1.22
C 4.28249 6.16593 -2.51947 -0.80
N 3.34835 5.54267 -1.58556 0.32
C 2.29049 6.52407 -1.19880 -0.29
C 2.72462 7.42574 -0.06311 -1.38
C 2.79812 4.28468 -1.91242 -0.48
C 3.83152 3.18722 -2.08957 -1.30
H 4.87503 6.44310 -4.58512 0.47
H 3.18051 6.29268 -4.48506 0.28
H 4.18070 4.81236 -4.27238 0.24
H 5.26203 5.82046 -2.18894 0.41
H 4.23983 7.25115 -2.42677 0.52
H 1.38534 6.12447 -0.74149 -0.13
H 2.01880 7.11028 -2.07666 0.72
H 3.79433 7.63256 -0.09543 0.31
H 2.41712 7.07810 0.92314 0.37
H 2.36082 8.44237 -0.21208 0.42
H 1.97812 4.01070 -1.24862 0.02
H 2.27567 4.44475 -2.85557 0.79
H 3.41736 2.25608 -2.47628 -0.11
H 4.81416 3.30643 -2.54599 0.45
H 4.16618 2.77069 -1.13951 0.43
C -8.92015 -0.50802 -3.67701 -1.41
C -7.78798 0.12574 -2.85014 -0.31
N -7.76965 -0.26522 -1.37345 0.00
C -8.96447 0.19190 -0.68365 -0.53
C -9.04749 -0.48181 0.72868 -0.83
C -6.59229 0.36496 -0.73574 -0.56
C -5.29985 -0.19319 -1.25432 -1.03
H -9.36251 -1.38506 -3.20455 0.33
H -8.65944 -0.72171 -4.71358 0.40
H -9.55300 0.37286 -3.78493 0.34
H -6.97182 -0.42084 -3.32263 0.28
H -7.49469 1.16033 -3.02818 0.42
H -8.99779 1.26405 -0.49003 0.28
H -9.76922 -0.02236 -1.38691 0.50
H -8.15319 -0.43557 1.35012 -0.10
H -9.92446 -0.10668 1.25621 0.42
H -9.30955 -1.49653 0.42906 0.28
H -6.62032 0.42816 0.35206 0.48
H -6.49760 1.40244 -1.05634 0.25
H -4.44228 0.25582 -0.75327 -0.01
H -5.04057 0.03080 -2.28907 0.35
H -5.40263 -1.26421 -1.07981 0.38
C -7.89574 -0.81287 4.58390 -0.92
C -6.55187 -0.06907 4.50128 0.69
O -6.26088 0.64500 5.45233 -0.65
N -5.79482 -0.34236 3.43741 -0.12
C -4.50587 0.28011 3.19258 -0.77
H -7.81214 -1.72026 5.18202 0.30
H -8.32453 -1.15958 3.64367 0.14
H -8.65664 -0.33888 5.20395 0.35
H -6.14164 -1.02248 2.77616 0.27
H -4.46714 0.54049 2.13485 0.09
H -3.65360 -0.31731 3.51636 0.34
H -4.46658 1.25013 3.68817 0.34
C -4.03941 5.32407 3.05649 -1.25
C -2.77353 4.94941 2.27738 0.70
O -1.98290 4.25607 2.90241 -0.54
N -2.77663 5.26412 0.92123 -0.18
C -1.72077 4.92101 -0.01089 -0.42
H -3.94645 5.62752 4.09926 0.33
H -4.76177 4.51916 2.92074 0.27
H -4.50615 6.16481 2.54326 0.39
H -3.71113 5.43275 0.57717 0.25
H -0.72403 4.68513 0.36190 -0.25
H -1.61730 5.74212 -0.72024 0.36
H -2.17997 4.08538 -0.53904 0.27
C 1.41475 3.31414 1.71472 1.19
C 2.50334 4.06661 2.46600 0.02
O 2.43199 4.25788 3.65672 -0.68
N 3.47654 4.63444 1.73197 0.06
C 4.38401 5.57701 2.32703 -1.08
H 0.74009 2.99420 2.50881 0.56
H 1.87995 2.48785 1.17720 -0.26
H 1.00399 4.02659 0.99933 -0.89
H 3.15873 4.68589 0.77465 -0.04
H 5.15582 5.85027 1.60749 0.38
H 4.86579 4.98017 3.10148 0.31
H 4.01954 6.54822 2.66172 0.34
C 1.16945 -0.46831 -6.21663 -0.53
C 1.83094 -1.43351 -7.12766 0.39
O 1.47930 -1.75472 -8.30520 -0.75
N 2.92097 -1.92502 -6.59938 0.20
C 3.89417 -2.67653 -7.33539 -1.07
H 0.91288 -1.19228 -5.44324 0.11
H 0.31062 -0.00749 -6.70465 0.39
H 1.92262 0.26475 -5.92774 0.18
H 2.91946 -1.97555 -5.59065 0.25
H 4.29257 -2.08519 -8.15983 0.34
H 3.51733 -3.62534 -7.71728 0.31
H 4.75137 -2.87797 -6.69295 0.34
C 4.13805 -3.25429 -2.78296 -1.27
C 3.99421 -1.97094 -3.55057 0.63
O 2.87863 -1.66143 -4.03488 -0.71
N 5.07824 -1.15595 -3.63541 -0.02
C 5.17038 0.14035 -4.20285 -0.34
H 3.30476 -3.89672 -3.06756 0.31
H 4.17256 -2.95938 -1.73418 0.19
H 5.06635 -3.78716 -2.98892 0.51
H 5.95409 -1.60326 -3.40542 0.24
H 6.10478 0.68942 -4.31913 0.39
H 4.54646 0.80201 -3.60198 -0.13
H 4.88474 0.12267 -5.25461 0.25
C 4.90863 -5.07113 2.76988 -0.92
C 5.36929 -3.88965 1.88334 0.78
O 5.96224 -4.14218 0.85391 -0.71
N 5.07078 -2.76414 2.40705 0.11
C 5.46510 -1.44901 1.95232 -0.71
H 4.74098 -5.97203 2.17965 0.29
H 4.00582 -4.82560 3.32912 0.19
H 5.73667 -5.19168 3.46839 0.29
H 4.42096 -2.81466 3.17859 0.02
H 5.11036 -0.74291 2.70310 0.21
H 5.01637 -1.27665 0.97404 0.04
H 6.52937 -1.44383 1.71694 0.39
```

As for the spin multiplicity: 1. The calculation puts the HOMO-LUMO gap at 8.2 eV. Its SMILES is CCN(CC)CC.CCN(CC)CC.CCN(CC)CC.CCN(CC)CC.CCN(CC)CC.CNC(C)=O.CNC(C)=O.CNC(C)=O.CNC(C)=O.CNC(C)=O.CNC(C)=O. The energy above the lowest of the compared OMol25 structures with the same formula, charge and spin is 168.0 kcal per mole. The value obtained for the HOMO energy is -7.93 eV.